1.
Formula: C6H11NO
Source: the OMol25 dataset
Level of theory: ωB97M-V/def2-TZVPD

XYZ file:
```
19
Properties=species:S:1:pos:R:3:mulliken_charge:R:1
C -0.156 0.882 1.463 -1.374
C 0.221 0.082 0.271 0.680
C 0.954 -0.990 -0.027 0.118
O 1.495 -2.113 0.487 -0.528
C 1.269 0.125 -0.917 -0.459
N 2.556 0.753 -0.883 -0.599
H -0.557 1.850 1.162 0.303
H -0.930 0.360 2.021 0.333
H 0.695 1.043 2.122 0.382
H 1.984 -2.574 -0.204 0.347
H 0.824 0.206 -1.907 0.346
H 3.032 0.597 -0.007 0.257
H 2.499 1.752 -1.077 0.243
C -1.838 -0.124 -0.863 -0.576
C -2.705 -0.525 0.085 -0.579
H -1.875 0.894 -1.227 0.283
H -1.442 -0.840 -1.570 0.259
H -3.274 0.181 0.669 0.305
H -2.751 -1.560 0.400 0.261
```

## Properties
Energy above the lowest of the compared OMol25 structures with the same formula, charge and spin = 109.3 kcal per mole
SMILES = CC1=C(O)[C@@H]1N.C=C
Max |F| = 0.065 hartree/bohr
Kohn-Sham gap = 8.540 eV
Spin multiplicity = 1
Net charge = 0
HOMO = -7.8 eV
Energy = -365.05724 Ha

---

2.
Formula: C6H11NO
Source: the OMol25 dataset
Level of theory: ωB97M-V/def2-TZVPD

XYZ file:
```
19
Properties=species:S:1:pos:R:3:mulliken_charge:R:1
C 0.797 1.671 -0.058 -1.056
C -0.004 -0.523 -2.831 -0.790
C -0.237 -1.737 1.155 -1.155
C -0.591 1.216 2.013 -1.340
N -0.167 -0.164 -1.452 -0.392
C 0.337 -0.555 0.456 0.763
C 0.305 0.775 0.882 0.818
O 1.003 -0.777 -0.714 -0.369
H 0.544 2.722 0.011 0.316
H 1.583 1.409 -0.745 0.319
H -0.584 0.192 -3.422 0.297
H 1.029 -0.542 -3.203 0.288
H -0.434 -1.522 -2.995 0.296
H -0.637 -2.433 0.416 0.367
H 0.551 -2.262 1.706 0.285
H -1.027 -1.463 1.852 0.321
H -0.559 2.298 2.134 0.386
H -1.631 0.929 1.838 0.325
H -0.280 0.767 2.958 0.322
```

## Properties
Energy above the lowest of the compared OMol25 structures with the same formula, charge and spin = 135.7 kcal per mole
Max |F| = 0.041 hartree/bohr
Kohn-Sham gap (spin up / spin down) = 8.732 / 7.187 eV
Spin multiplicity = 1
Net charge = 0
HOMO (spin up / spin down) = -8.5 / -7.1 eV
Energy = -365.01518 Ha

---

3.
Formula: C6H11NO
Source: the OMol25 dataset
Level of theory: ωB97M-V/def2-TZVPD

XYZ file:
```
19
Properties=species:S:1:pos:R:3:mulliken_charge:R:1
C 0.584 -2.366 -0.094 -1.044
C 0.755 -1.164 0.814 -0.568
C -0.806 -0.289 0.819 0.443
O -1.645 -0.696 1.585 -0.644
C -0.724 0.791 -0.083 0.004
C -1.924 1.338 -0.799 -1.254
C 0.601 1.032 -0.460 -0.228
N 1.463 1.846 0.196 -0.245
H 1.357 -3.119 0.094 0.335
H -0.382 -2.847 0.076 0.294
H 0.633 -2.077 -1.150 0.261
H 1.756 -0.736 0.730 0.399
H 0.714 -1.446 1.870 0.346
H -1.799 2.397 -1.049 0.351
H -2.121 0.802 -1.734 0.285
H -2.815 1.270 -0.172 0.325
H 0.913 0.826 -1.482 0.378
H 2.229 2.291 -0.292 0.255
H 1.212 2.146 1.130 0.307
```

## Properties
Energy above the lowest of the compared OMol25 structures with the same formula, charge and spin = 88.6 kcal per mole
SMILES = CCC(=O)/C(C)=C\N
Max |F| = 0.074 hartree/bohr
Kohn-Sham gap = 6.963 eV
Spin multiplicity = 1
Net charge = 0
HOMO = -7.3 eV
Energy = -365.09028 Ha

---

4.
Formula: C6H11NO
Source: the OMol25 dataset
Level of theory: ωB97M-V/def2-TZVPD

XYZ file:
```
19
Properties=species:S:1:pos:R:3:mulliken_charge:R:1
C 1.791 -1.239 -0.760 -1.138
C 0.847 0.705 1.561 -1.666
C -2.084 0.292 0.789 -1.361
C 1.230 0.748 -0.904 0.206
C 0.364 0.358 0.177 0.554
C -0.936 0.010 -0.135 0.759
N -1.314 -0.474 -1.389 -0.555
O 1.333 1.229 -1.977 -0.456
H -2.162 -0.068 -1.769 0.217
H -0.592 -0.519 -2.096 0.244
H 1.322 -1.982 -0.121 0.283
H 1.698 -1.503 -1.811 0.358
H 2.808 -1.019 -0.439 0.396
H 0.683 1.762 1.787 0.335
H 1.913 0.498 1.666 0.410
H 0.335 0.093 2.305 0.394
H -2.845 -0.497 0.754 0.359
H -1.799 0.376 1.837 0.344
H -2.592 1.231 0.524 0.315
```

## Properties
Energy above the lowest of the compared OMol25 structures with the same formula, charge and spin = 106.2 kcal per mole
Max |F| = 0.121 hartree/bohr
Kohn-Sham gap (spin up / spin down) = 6.454 / 6.455 eV
Spin multiplicity = 1
Net charge = 0
HOMO (spin up / spin down) = -6.4 / -6.4 eV
Energy = -365.06228 Ha

---

5.
Formula: C6H11NO
Source: the OMol25 dataset
Level of theory: ωB97M-V/def2-TZVPD

XYZ file:
```
19
Properties=species:S:1:pos:R:3:mulliken_charge:R:1
C 1.242 1.165 -0.394 -0.595
C 0.473 -1.066 2.353 -1.216
C 0.689 -0.559 0.977 0.777
C -0.527 0.393 -0.969 0.669
N -1.439 1.052 -0.102 -0.502
C 0.092 -1.024 -0.250 -0.820
C -0.737 0.393 -2.315 -1.074
O 1.221 0.653 0.884 -0.350
H -2.131 1.596 -0.598 0.239
H -1.884 0.450 0.577 0.210
H 1.385 2.239 -0.365 0.299
H 1.877 0.615 -1.082 0.305
H -0.428 -1.683 2.395 0.325
H 0.371 -0.233 3.053 0.347
H 1.305 -1.690 2.702 0.284
H 0.772 -1.365 -1.031 0.303
H -0.674 -1.785 -0.088 0.296
H -1.594 0.885 -2.754 0.247
H -0.011 -0.035 -2.992 0.256
```

## Properties
Energy above the lowest of the compared OMol25 structures with the same formula, charge and spin = 114.3 kcal per mole
Max |F| = 0.026 hartree/bohr
Kohn-Sham gap (spin up / spin down) = 6.721 / 7.660 eV
Spin multiplicity = 1
Net charge = 0
HOMO (spin up / spin down) = -6.4 / -6.8 eV
Energy = -365.04939 Ha

---

6.
Formula: C6H11NO
Source: the OMol25 dataset
Level of theory: ωB97M-V/def2-TZVPD

XYZ file:
```
19
Properties=species:S:1:pos:R:3:mulliken_charge:R:1
C 0.363 -1.737 -1.324 -1.108
C -0.498 -1.054 -0.295 0.836
C -0.688 -1.856 0.971 -1.367
N -0.876 0.138 -0.421 -0.306
C -1.739 0.899 0.223 0.055
O -2.967 0.753 0.167 -0.575
H 1.236 -1.584 -0.678 0.248
H 0.322 -1.076 -2.221 0.270
H 0.001 -2.673 -1.446 0.495
H -0.717 -2.859 0.744 0.397
H -1.482 -1.394 1.514 0.363
H 0.210 -1.716 1.507 0.369
H -1.170 1.579 0.839 0.339
C 1.394 2.473 0.644 -0.473
C 1.267 1.713 -0.441 -0.505
H 1.849 1.951 1.523 0.230
H 1.055 3.550 0.632 0.264
H 0.673 2.071 -1.410 0.198
H 1.767 0.825 -0.528 0.272
```

## Properties
Energy above the lowest of the compared OMol25 structures with the same formula, charge and spin = 78.1 kcal per mole
SMILES = CC(C)=NC=O.C=C
Max |F| = 0.100 hartree/bohr
Kohn-Sham gap = 9.993 eV
Spin multiplicity = 1
Net charge = 0
HOMO = -9.2 eV
Energy = -365.10703 Ha

---

7.
Formula: C6H11NO
Source: the OMol25 dataset
Level of theory: ωB97M-V/def2-TZVPD

XYZ file:
```
19
Properties=species:S:1:pos:R:3:mulliken_charge:R:1
C -0.317 0.880 -0.180 0.560
C -0.635 -0.229 0.648 0.534
C -1.099 -1.547 0.234 -1.387
C -0.829 0.861 -1.561 -1.335
C 0.531 1.997 0.317 -1.393
C 0.751 -1.120 1.134 0.413
N 1.518 -1.662 0.159 -0.299
O 1.216 -0.813 2.213 -0.597
H -1.014 0.123 1.614 0.354
H 1.094 -1.959 -0.705 0.255
H 2.448 -1.968 0.395 0.229
H -1.567 -1.624 -0.738 0.323
H -1.427 -2.272 0.967 0.319
H 0.971 1.762 1.285 0.352
H -1.895 0.592 -1.589 0.319
H -0.712 1.822 -2.061 0.393
H -0.334 0.045 -2.120 0.262
H 1.343 2.184 -0.393 0.337
H -0.043 2.929 0.380 0.361
```

## Properties
Energy above the lowest of the compared OMol25 structures with the same formula, charge and spin = 102.4 kcal per mole
Max |F| = 0.073 hartree/bohr
Kohn-Sham gap (spin up / spin down) = 7.507 / 7.993 eV
Spin multiplicity = 1
Net charge = 0
HOMO (spin up / spin down) = -7.1 / -7.4 eV
Energy = -365.06831 Ha

---

8.
Formula: C6H11NO2
Source: the OMol25 dataset
Level of theory: ωB97M-V/def2-TZVPD

XYZ file:
```
20
Properties=species:S:1:pos:R:3:mulliken_charge:R:1
C -1.576 0.399 -1.475 -1.587
C -1.049 -0.252 -0.209 0.914
N -2.052 -0.986 0.487 -0.616
O -0.459 0.781 0.647 -0.417
H -2.701 -1.433 -0.150 0.255
H -1.623 -1.702 1.068 0.303
H -2.436 1.036 -1.251 0.396
H -1.877 -0.372 -2.190 0.404
H -0.813 1.020 -1.945 0.304
C 1.871 1.300 -0.064 -1.430
C 0.943 0.331 0.618 1.066
C 0.317 -1.024 -0.387 0.026
C 1.259 -0.099 1.924 -1.124
O 0.397 -2.176 0.183 -0.595
H 0.788 -0.915 -1.383 0.413
H 2.824 0.809 -0.281 0.332
H 2.058 2.176 0.562 0.404
H 1.450 1.640 -1.011 0.288
H 1.830 0.519 2.611 0.354
H 0.851 -1.054 2.247 0.311
```

## Properties
Energy above the lowest of the compared OMol25 structures with the same formula, charge and spin = 119.0 kcal per mole
Max |F| = 0.034 hartree/bohr
Kohn-Sham gap (spin up / spin down) = 8.771 / 7.043 eV
Spin multiplicity = 1
Net charge = 0
HOMO (spin up / spin down) = -9.2 / -8.8 eV
Energy = -440.29765 Ha

---

9.
Formula: C6H11NO2
Source: the OMol25 dataset
Level of theory: ωB97M-V/def2-TZVPD

XYZ file:
```
20
Properties=species:S:1:pos:R:3:mulliken_charge:R:1
H 0.893 2.034 2.882 0.343
N 0.806 2.073 1.735 -0.719
C -0.168 1.296 1.593 0.429
O -0.505 0.846 3.016 -0.581
C -0.859 0.631 0.447 -0.652
C 0.014 -0.263 -0.412 1.123
C 0.598 -1.459 0.306 -1.578
C 0.811 0.389 -1.521 -0.935
C -0.410 -0.423 -1.847 -0.171
O -0.270 -1.682 -2.429 -0.516
H -1.361 0.403 2.965 0.284
H -1.297 1.440 -0.161 0.337
H -1.703 0.049 0.855 0.363
H 1.240 -2.048 -0.360 0.388
H 1.199 -1.131 1.165 0.376
H -0.204 -2.115 0.678 0.322
H 0.756 1.473 -1.639 0.234
H 1.778 -0.054 -1.759 0.310
H -1.307 0.118 -2.166 0.313
H -0.010 -1.578 -3.348 0.328
```

## Properties
Energy above the lowest of the compared OMol25 structures with the same formula, charge and spin = 66.0 kcal per mole
SMILES = [H]/N=C(\O)C[C@]1(C)C[C@H]1O
Max |F| = 0.088 hartree/bohr
Kohn-Sham gap = 10.704 eV
Spin multiplicity = 1
Net charge = 0
HOMO = -10.0 eV
Energy = -440.38205 Ha

---

10.
Formula: C6H11NO2
Source: the OMol25 dataset
Level of theory: ωB97M-V/def2-TZVPD

XYZ file:
```
20
Properties=species:S:1:pos:R:3:mulliken_charge:R:1
C -0.513 1.730 -0.088 -1.859
C -0.253 0.256 -0.432 1.840
C -0.100 0.105 -1.951 -1.812
C -1.456 -0.580 0.059 -0.322
O -1.944 -1.531 -0.563 -0.537
C 0.914 -0.409 0.303 -0.282
N 1.670 0.408 1.194 -0.633
C 0.215 -1.706 1.209 -0.136
O 0.207 -1.669 2.428 -0.501
H -0.687 1.883 0.982 0.441
H -1.416 2.082 -0.599 0.447
H 0.327 2.365 -0.387 0.377
H -1.051 0.310 -2.450 0.386
H 0.189 -0.914 -2.227 0.386
H 0.661 0.788 -2.342 0.454
H -1.931 -0.171 0.971 0.419
H 1.584 -0.969 -0.352 0.414
H 1.085 0.796 1.934 0.257
H 2.410 -0.117 1.658 0.275
H 0.088 -2.656 0.653 0.386
```

## Properties
Energy above the lowest of the compared OMol25 structures with the same formula, charge and spin = 54.5 kcal per mole
SMILES = CC(C)(C=O)[C@@H](N)C=O
Max |F| = 0.060 hartree/bohr
Kohn-Sham gap = 9.164 eV
Spin multiplicity = 1
Net charge = 0
HOMO = -9.0 eV
Energy = -440.40042 Ha

---

Copy entry 8 word for word.
Formula: C6H11NO2
Source: the OMol25 dataset
Level of theory: ωB97M-V/def2-TZVPD

XYZ file:
```
20
Properties=species:S:1:pos:R:3:mulliken_charge:R:1
C -1.576 0.399 -1.475 -1.587
C -1.049 -0.252 -0.209 0.914
N -2.052 -0.986 0.487 -0.616
O -0.459 0.781 0.647 -0.417
H -2.701 -1.433 -0.150 0.255
H -1.623 -1.702 1.068 0.303
H -2.436 1.036 -1.251 0.396
H -1.877 -0.372 -2.190 0.404
H -0.813 1.020 -1.945 0.304
C 1.871 1.300 -0.064 -1.430
C 0.943 0.331 0.618 1.066
C 0.317 -1.024 -0.387 0.026
C 1.259 -0.099 1.924 -1.124
O 0.397 -2.176 0.183 -0.595
H 0.788 -0.915 -1.383 0.413
H 2.824 0.809 -0.281 0.332
H 2.058 2.176 0.562 0.404
H 1.450 1.640 -1.011 0.288
H 1.830 0.519 2.611 0.354
H 0.851 -1.054 2.247 0.311
```

## Properties
Energy above the lowest of the compared OMol25 structures with the same formula, charge and spin = 119.0 kcal per mole
Max |F| = 0.034 hartree/bohr
Kohn-Sham gap (spin up / spin down) = 8.771 / 7.043 eV
Spin multiplicity = 1
Net charge = 0
HOMO (spin up / spin down) = -9.2 / -8.8 eV
Energy = -440.29765 Ha

---

- The lowest energy above the lowest of the compared OMol25 structures with the same formula, charge and spin belongs to which entry?
  number 10

---

- Number 3 is which compound?
  C6H11NO